[1]
Computed, not measured: a molecular structure, C16H28NO2ReS4Sb, with ωB97M-V/def2-TZVPD.

Calculated values
- Molecular weight: 702.6 Da
- HOMO-LUMO gap: 0.1931 Ha
- HOMO energy: -16.979 eV
- Net charge: +3
- Energy relative to the best compared isomer or geometry (same formula, charge and spin): 0.00 kJ/mol

```
53
Properties=species:S:1:pos:R:3:forces:R:3
Re 1.548683 -0.720621 0.263099 -0.068 -0.037 -0.673
C 1.954017 -0.159631 -2.915024 0.053 -0.017 -0.037
O 1.514713 -1.055690 -1.846130 0.126 -0.047 0.141
C 1.561407 -2.462451 -2.211188 -0.160 -0.048 0.014
C 0.573715 -3.145123 -1.317542 0.053 0.043 -0.040
O 0.886335 -2.731052 0.051197 -0.018 0.037 0.025
C 0.202422 -3.591643 1.014894 -0.069 0.003 -0.012
H 1.526911 -0.515323 -3.849434 0.000 -0.009 0.005
H 3.041087 -0.152716 -2.966805 0.002 -0.005 0.015
H 1.554179 0.818761 -2.686237 -0.008 0.012 0.009
H 2.579288 -2.833571 -2.084977 0.016 -0.002 0.010
H 1.260701 -2.571901 -3.252003 0.002 0.013 -0.018
H 0.670927 -4.227197 -1.385328 0.006 -0.017 0.009
H -0.452292 -2.839868 -1.528728 -0.011 0.003 0.000
H 0.447498 -4.624066 0.779539 0.035 -0.007 -0.007
H -0.871352 -3.427907 0.942654 -0.001 0.002 -0.020
H 0.567951 -3.344770 2.004571 -0.001 0.038 0.019
S 3.987381 -0.555960 3.192251 0.212 0.166 -0.220
Sb 3.798020 -0.900787 5.451414 -0.107 -0.075 0.288
S 2.012824 -1.202296 2.405456 0.168 -0.336 0.391
S 0.844261 -0.177250 3.739222 -0.177 0.023 -0.094
S 1.401901 -1.106590 5.474195 0.127 -0.026 0.164
C -3.662840 -1.912157 0.468205 -0.026 -0.017 0.003
C -2.949830 -0.640740 0.105670 0.079 0.035 0.038
C -3.629699 0.418311 -0.494823 -0.007 -0.006 -0.015
C -3.010070 1.631379 -0.794158 0.050 0.009 0.019
C -3.777678 2.767315 -1.404889 -0.030 0.002 -0.011
C -1.655482 1.777752 -0.514904 -0.100 0.055 -0.089
C -0.939981 0.719855 0.046715 0.239 -0.002 0.070
C -1.603504 -0.468043 0.390258 -0.047 0.030 0.023
N 0.456562 0.782961 0.300633 -0.551 0.177 -0.050
C 1.205321 2.061270 0.429485 0.068 0.077 -0.062
C 1.358517 2.814664 -0.904117 0.002 0.008 -0.014
C 2.587237 1.518020 0.813295 0.070 -0.013 -0.011
C 0.635952 2.965503 1.514436 0.008 -0.033 0.037
H -4.721883 -1.733199 0.643044 0.005 -0.007 0.005
H -3.247732 -2.360932 1.371867 0.004 0.004 -0.013
H -3.591425 -2.641164 -0.342560 -0.008 0.008 0.006
H -4.689163 0.311125 -0.697684 0.008 0.000 -0.007
H -4.836621 2.532715 -1.481382 0.001 0.012 -0.003
H -3.408230 2.987060 -2.407711 -0.006 0.000 0.002
H -3.672038 3.673781 -0.807952 0.000 -0.004 -0.003
H -1.186972 2.720380 -0.752305 -0.120 -0.086 0.066
H -1.087509 -1.209437 0.987295 0.053 -0.036 0.009
H 2.102023 2.335017 -1.538252 0.003 0.015 -0.012
H 1.731349 3.814282 -0.678700 0.008 -0.005 -0.006
H 0.435392 2.924111 -1.466344 0.188 -0.003 0.027
H 2.933524 0.586045 0.203516 -0.022 0.031 0.039
H 2.701542 1.364887 1.881459 0.004 0.011 0.016
H 3.392819 2.178040 0.485459 -0.022 0.013 -0.038
H -0.236217 3.515692 1.170899 -0.034 -0.006 0.001
H 1.397449 3.695309 1.794855 -0.014 0.005 -0.005
H 0.358611 2.397850 2.403591 0.015 0.011 0.011
```
Positions in Å, forces in eV/Å.

=====

[2]
Computed, not measured: a molecular structure, C16H29AlFN2O2, with ωB97M-V/def2-TZVPD.

Calculated values
- Molecular weight: 327.4 Da
- HOMO-LUMO gap: 0.2354 Ha
- HOMO energy: -3.627 eV
- Net charge: -1
- Energy relative to the best compared isomer or geometry (same formula, charge and spin): 0.00 kJ/mol

```
51
Properties=species:S:1:pos:R:3:forces:R:3
C 0.721577 2.456689 -3.880551 0.044 0.045 -0.052
C -0.460580 1.566695 -4.214888 -0.015 -0.507 -0.123
O -1.435149 1.515139 -3.166855 0.146 0.684 0.153
C -0.918092 1.231908 -1.916248 -0.114 -0.338 -0.094
O -0.252921 0.244585 -1.751370 0.163 0.159 -0.030
C -1.278556 2.264131 -0.884236 -0.180 -0.015 0.002
C -2.188983 1.756429 0.249723 -0.063 -0.060 -0.015
C -1.573882 0.650634 1.112309 0.073 -0.020 -0.029
Al -0.388024 1.341352 2.605871 0.317 0.192 0.375
C 0.720051 2.925440 1.984765 -0.022 -0.071 -0.118
C 1.905840 2.519313 1.105639 -0.059 0.078 -0.019
C 2.549766 3.636296 0.310789 0.020 0.066 -0.123
F 2.790842 4.778985 1.087619 0.062 -0.039 0.039
N 0.668654 -0.114591 3.138077 -0.779 -0.098 -0.369
C 0.878021 -1.157245 2.480159 0.608 0.018 0.027
C 0.291435 -2.517289 2.833056 0.014 -0.046 0.224
C 1.754034 -1.185028 1.221367 0.030 -0.221 -0.020
H 0.387335 3.426290 -3.505595 -0.009 -0.029 -0.023
H 1.309329 2.625449 -4.785425 0.011 -0.003 0.029
H 1.375570 1.996482 -3.138667 -0.066 0.026 0.021
H -0.996556 1.949515 -5.083179 -0.060 0.007 0.066
H -0.123403 0.552157 -4.450440 0.029 0.052 0.025
H -1.764840 3.087894 -1.407122 0.041 0.034 0.043
H -0.341183 2.633012 -0.458613 0.006 -0.115 0.009
H -2.410478 2.633848 0.870577 -0.047 -0.017 -0.064
H -3.145746 1.465920 -0.209367 0.034 -0.021 0.022
H -1.059164 -0.070027 0.467203 -0.039 -0.007 0.059
H -2.377474 0.090021 1.607505 -0.002 0.040 0.000
H -1.331643 1.845252 3.845041 -0.040 0.041 -0.068
H 1.087408 3.470935 2.860910 0.004 0.037 -0.055
H 0.093609 3.645056 1.432392 -0.026 -0.006 0.079
H 2.663891 2.016960 1.714466 -0.046 -0.010 -0.020
H 1.581077 1.787016 0.349243 0.137 -0.066 0.064
H 3.518925 3.346335 -0.108947 -0.016 -0.050 0.001
H 1.903785 3.953993 -0.516318 -0.057 0.043 0.096
H -0.151982 -2.466615 3.827424 -0.050 -0.010 -0.074
H -0.486361 -2.773826 2.103964 0.043 -0.005 0.012
H 1.037059 -3.317960 2.803697 -0.010 0.012 -0.031
H 2.274046 -2.142900 1.108661 -0.064 -0.001 -0.051
H 2.499614 -0.394249 1.277580 -0.096 0.073 -0.048
H 1.134173 -1.028406 0.330878 0.034 0.035 0.030
N -1.309647 -3.984342 -0.698069 -0.033 0.011 -0.030
C -0.069483 -4.550509 -0.757990 0.073 0.104 -0.011
C -0.150563 -5.808484 -0.222543 -0.075 -0.017 -0.009
C -1.502951 -6.008914 0.171898 0.018 0.025 0.031
C -2.190006 -4.861592 -0.130494 0.013 -0.012 -0.008
H -1.528608 -3.050984 -1.000737 0.029 0.026 0.067
H 0.763377 -3.999399 -1.160040 0.025 -0.016 0.026
H 0.667985 -6.499892 -0.111283 -0.005 -0.008 -0.019
H -1.919022 -6.886110 0.639099 -0.002 0.000 -0.002
H -3.222106 -4.595366 0.019064 0.000 -0.001 0.004
```
Positions in Å, forces in eV/Å.

=====

[3]
Computed, not measured: a molecular structure, C16H29Br9F3N3O5 in a non-equilibrium geometry, with ωB97M-V/def2-TZVPD.

Calculated values
- Molecular weight: 1119.6 Da
- HOMO-LUMO gap: 0.2707 Ha
- HOMO energy: -7.942 eV
- Net charge: 0
- Energy relative to the best compared isomer or geometry (same formula, charge and spin): 2745.10 kJ/mol

```
65
Properties=species:S:1:pos:R:3:forces:R:3
C -2.174701 0.576679 1.547906 4.711 -4.806 4.482
C -0.934269 -0.319299 1.645378 -0.419 0.039 -0.755
O -0.573711 -0.836373 2.701091 -4.165 0.488 -0.616
N -0.224288 -0.434091 0.509776 0.943 -2.623 1.130
C 1.042240 -1.137912 0.331660 -3.303 -0.099 3.250
H -2.554576 0.463006 0.532589 2.547 -5.861 1.273
H -1.917900 1.634746 1.599245 1.357 -1.102 1.820
H -2.944857 0.341705 2.282575 0.266 -0.209 -0.125
H -0.536771 0.119791 -0.274877 0.106 -0.643 0.547
H 0.830300 -2.073041 -0.186722 -0.365 1.405 0.831
H 1.528629 -1.304362 1.292817 -1.184 -0.459 -2.163
H 1.717584 -0.529086 -0.269450 -2.379 -0.770 3.358
C 3.707265 2.922337 3.280618 -0.205 0.700 0.497
C 3.187610 1.664124 2.643027 2.355 1.254 0.588
O 3.744903 1.150850 1.689661 0.841 -0.251 0.839
N 2.148878 1.126178 3.254613 -0.988 -3.120 0.582
C 1.550122 -0.038386 2.569433 1.761 3.048 -0.380
H 3.256171 3.798214 2.814279 -0.247 0.034 -0.034
H 4.781273 3.102647 3.234625 -0.037 -0.573 -0.276
H 3.419699 2.898303 4.331721 0.012 0.293 0.069
H 1.531580 1.592717 3.903750 0.734 0.235 0.007
H 2.264165 -0.737533 2.134193 1.177 1.170 1.618
H 1.028927 0.381174 1.708946 1.421 -0.788 0.935
H 0.831004 -0.585221 3.179307 1.519 2.749 -1.274
C -0.202875 2.379274 -2.402621 -3.351 7.952 -1.480
C -1.175190 1.338980 -1.942607 -2.477 2.181 -1.659
O -1.287788 1.088491 -0.737057 -0.150 1.229 -3.549
N -1.836781 0.754643 -2.936712 -2.859 -0.057 1.607
C -2.788445 -0.367436 -2.746097 0.731 0.396 -0.080
H -0.254478 2.636390 -3.460603 -0.047 -0.371 -0.113
H 0.823306 2.175468 -2.096823 -0.484 4.061 -1.132
H -0.541074 3.270483 -1.873976 -0.400 1.134 -0.757
H -1.886069 1.157745 -3.861469 0.483 0.164 0.378
H -2.279296 -1.255591 -3.120338 -0.460 -0.161 -0.369
H -3.700705 -0.093124 -3.275845 0.018 -0.449 0.055
H -3.012265 -0.587827 -1.702336 0.065 0.532 0.012
C 0.064919 -4.797711 -2.263101 -0.118 -0.692 -0.528
C 0.929254 -3.754710 -1.634618 -0.354 -0.631 -1.248
O 0.464195 -2.515427 -2.268177 1.645 1.873 0.914
C 1.203020 -1.378264 -2.014998 3.426 -3.177 -1.383
O 2.210485 -1.263397 -1.271557 -0.594 -2.987 -8.990
C 0.808698 -0.226222 -2.905647 1.824 -1.420 -2.098
F 0.518082 0.808561 -2.142685 4.109 -11.840 -0.947
F 1.917548 0.194645 -3.570616 -0.589 -0.486 -0.129
F -0.159675 -0.441662 -3.846892 2.207 -0.668 0.901
H -0.979526 -4.510154 -2.142561 -0.069 -0.601 0.122
H 0.351289 -5.786285 -1.904174 -0.553 0.026 0.757
H 0.274010 -4.959308 -3.320596 -0.049 0.710 -0.255
H 1.946760 -4.029429 -1.912658 0.336 0.861 0.267
H 0.764311 -3.736190 -0.557337 0.016 0.018 -1.033
C 0.926643 2.579210 -0.069106 1.842 0.115 2.239
Br 2.298994 1.127930 -0.366012 0.879 6.831 -0.880
Br 1.707497 4.445345 -0.127157 -0.575 -1.432 -0.098
Br 0.200352 2.190231 1.701880 -0.474 4.938 -1.120
H 0.137353 2.519341 -0.818457 1.085 0.364 2.465
C 0.378478 -2.965356 3.194716 0.434 -2.064 0.146
Br 1.185528 -3.431001 1.393963 -0.304 -3.731 4.676
Br 1.531793 -1.903762 4.271775 1.060 -3.794 3.562
Br -0.053865 -4.605768 4.192197 0.072 0.216 -0.431
H -0.553531 -2.426361 3.024592 0.536 -0.820 0.010
C -4.992385 2.352472 -0.184377 -0.504 2.267 -0.530
Br -3.190684 1.740042 0.342852 -13.144 9.996 -5.424
Br -5.249355 2.897891 -2.055838 0.045 -0.386 -0.120
Br -5.408990 3.939934 0.895806 -0.186 -0.010 0.183
H -5.798814 1.660742 0.059106 0.471 -0.202 -0.144
```
Positions in Å, forces in eV/Å.

=====

[4]
Computed, not measured: a molecular structure, C16H29ClMnNOs in a non-equilibrium geometry, with ωB97M-V/def2-TZVPD.

Calculated values
- Molecular weight: 516.0 Da
- HOMO-LUMO gap (spin up / spin down): 0.1995 / 0.2428 Ha
- HOMO energy (spin up / spin down): -6.484 / -7.898 eV
- Net charge: 0
- 2S+1: 9

```
49
Properties=species:S:1:pos:R:3:forces:R:3
Mn -0.944334 0.882729 -0.254808 1.970 -0.679 1.088
Cl -0.860593 2.799510 -1.350123 -0.371 0.155 -0.491
C -2.682786 0.061209 -0.465520 -0.828 -0.259 -0.259
H -2.906526 -0.616385 0.367942 -0.090 0.215 -0.366
H -2.681517 -0.452839 -1.438016 -0.238 0.084 0.312
H -3.347192 0.939439 -0.487793 -0.018 -0.395 -0.021
Os 0.535199 -0.157265 -5.136163 0.463 1.870 -1.798
C 2.032531 1.110415 -4.635861 1.428 0.305 0.968
C -1.233242 0.430557 -5.915874 -1.774 -0.144 -0.209
C 0.501611 -1.750950 -4.251753 -0.146 -3.023 1.763
H -1.948301 -0.397355 -6.049182 -0.033 0.498 -0.182
H -1.661581 1.192348 -5.235899 -0.015 -0.312 -0.233
H -1.022344 0.916680 -6.887182 -0.065 -0.221 0.224
H 2.913888 0.582399 -4.232601 -0.057 0.555 -0.158
H 2.309464 1.674195 -5.548110 -0.051 -0.233 0.249
H 1.646874 1.826044 -3.884146 0.228 -0.252 -0.178
H -0.391567 -2.417017 -4.225173 0.437 0.514 -0.121
H 1.351235 -2.164531 -3.662670 -0.423 0.488 -0.334
C 0.516391 0.449671 5.493248 0.028 -0.137 0.230
C 0.467381 0.821501 4.038173 0.440 -0.125 -0.637
C 0.222134 2.156350 3.676103 -0.242 0.224 -0.106
C 0.261759 2.585369 2.348643 0.319 -0.425 0.596
C 0.037683 4.020574 1.998592 0.094 0.544 -0.226
C 0.559804 1.633990 1.363550 0.200 -0.354 0.032
C 0.564464 0.227804 1.691702 -0.511 0.186 -0.280
C 0.669138 -0.144765 3.048273 -0.195 0.169 0.655
N 0.218009 -0.550093 0.619478 -0.230 0.980 -1.061
C 0.145441 -2.015066 0.603269 -0.129 0.292 0.235
C 1.482336 -2.609451 1.020771 0.383 -0.147 -0.064
C -0.944099 -2.513383 1.544788 -0.318 -0.303 0.249
C -0.166879 -2.456434 -0.822788 -0.009 -0.046 -0.195
H 1.369430 0.927127 5.995642 -0.181 -0.083 -0.157
H -0.391066 0.775993 6.018193 0.179 -0.075 -0.139
H 0.616896 -0.633992 5.616220 -0.037 0.200 0.023
H 0.030531 2.884480 4.468681 0.002 -0.163 -0.241
H -0.860520 4.411164 2.493588 0.175 -0.139 -0.066
H 0.878871 4.651443 2.318656 -0.146 -0.174 -0.055
H -0.090606 4.145553 0.917547 0.037 -0.002 0.264
H 0.908402 1.951598 0.363573 -0.143 -0.111 0.624
H 0.830572 -1.186107 3.342013 -0.206 0.535 -0.102
H 1.779887 -2.293077 2.023451 0.018 -0.112 -0.193
H 1.407400 -3.702615 1.011882 0.069 0.149 0.022
H 2.267740 -2.313121 0.317596 -0.070 -0.013 0.109
H -1.936679 -2.179539 1.219789 0.246 -0.103 0.072
H -0.937534 -3.611007 1.554908 -0.094 0.181 0.042
H -0.781050 -2.158984 2.568428 -0.128 -0.150 -0.240
H -1.161835 -2.122672 -1.146499 0.220 -0.067 0.137
H 0.566830 -2.060243 -1.536205 -0.139 -0.052 0.250
H -0.141662 -3.551236 -0.878330 -0.048 0.154 -0.031
```
Positions in Å, forces in eV/Å.

=====

- The lowest molecular weight belongs to which entry?
  C16H29AlFN2O2

=====

- The highest net charge belongs to which entry?
  C16H28NO2ReS4Sb